[1]
ORCA calculation (ωB97M-V/def2-TZVPD) on a cluster of 3 separate species, C17H28FN5O4S in total at a distorted geometry.

Calculated values
- SMILES: CCCCCCCc1c(N)cc(CCF)c2nsnc12.C[N+](=O)[O-].C[N+](=O)[O-]
- Gap between HOMO and LUMO: 6.41 eV

Structure (ORCA input):
```
! RIJCOSX wB97M-V def2-TZVPD def2/J DEFGRID3
* xyz 0 1
S 0.8406 4.6155 1.6525
F 4.8864 1.9960 -2.8035
O -3.2516 -4.3147 3.0779
O -4.9397 -5.5938 2.4715
O 4.9997 6.1282 -2.2084
O 7.0900 6.4997 -2.7964
N 2.2199 3.7924 0.9609
N 0.7656 -2.2601 1.6215
N 6.0071 5.9105 -2.8915
N -4.4355 -4.6691 3.1194
N -0.1568 3.2592 2.1242
C 1.2141 -0.8338 1.3938
C 4.4605 1.5708 -0.2466
C -2.2244 -0.2991 1.1971
C -1.2369 -0.0180 2.5175
C 0.5978 2.0117 1.7201
C 2.0532 2.2843 1.0115
C 2.6655 -0.5235 0.6886
C -2.0250 -2.0106 -1.5389
C 3.0488 1.0880 0.4882
C -2.7983 -1.8263 1.1171
C 3.9739 2.3061 -1.6676
C 5.9018 4.8411 -3.9206
C -3.2501 -1.0221 -1.9925
C -3.4502 -1.1229 -3.6494
C -2.2140 -2.7521 -0.0953
C -5.3313 -3.9108 4.0339
C 0.2320 0.4141 1.8589
H 5.0573 0.5715 -0.4789
H -1.9487 -2.8702 -2.3582
H -1.6492 0.8362 3.2138
H -4.0938 -2.0639 -3.9512
H -1.6689 0.0912 0.2466
H -4.9346 -4.0158 5.0457
H 3.9277 3.4680 -1.4143
H 5.0400 2.3083 0.4554
H -4.2883 -1.2580 -1.5069
H 5.6631 3.9091 -3.4041
H -2.4648 -2.3613 2.1315
H -3.9922 -1.8522 1.1559
H 0.5162 -2.4566 2.6162
H -6.3382 -4.3285 3.9690
H -1.0197 -1.4095 -1.6045
H 3.3781 -1.3844 0.3160
H -2.9962 -3.6394 -0.2567
H 1.4318 -2.9633 1.2291
H 2.8661 1.9403 -1.8915
H -1.1992 -3.2876 0.1876
H -2.8763 0.0903 -1.8070
H 6.8569 4.7585 -4.4435
H -5.3250 -2.8677 3.7110
H 5.1068 5.1267 -4.6124
H -4.0435 -0.1778 -4.0700
H -2.4223 -1.1501 -4.2269
H -1.0700 -0.9976 3.1374
H -3.1561 0.4230 1.3672
*
```

---

[2]
ORCA calculation (ωB97M-V/def2-TZVPD) on the ion C4H9NOS with charge +1 at a distorted geometry.

Calculated values
- ΔE to the lowest compared entry with this formula, charge and spin: 0.267 eV
- Gap between HOMO and LUMO (spin up / spin down): 11.38 / 5.71 eV

Structure (ORCA input):
```
! RIJCOSX wB97M-V def2-TZVPD def2/J DEFGRID3
* xyz 1 2
S -1.8803 2.2052 -1.0162
O 1.7334 -0.2055 -0.3599
N -0.3067 -0.7435 0.4371
C -0.5496 1.1034 -1.3641
C 1.0310 -0.4683 0.5912
C 1.6230 -0.8416 1.9108
C -0.9788 -0.3554 -0.7528
H -0.9557 -0.8610 1.2047
H 2.5499 -0.2836 2.0603
H 1.1293 -0.6726 2.8715
H 1.8074 -1.9182 1.8626
H -0.7707 -1.0460 -1.5864
H -2.5213 2.1904 -2.1226
H -2.0603 -0.4213 -0.6324
H -0.1489 0.9233 -2.3570
H 0.2982 1.3948 -0.7468
*
```

---

[3]
ORCA calculation (ωB97M-V/def2-TZVPD) on a structure of composition C26H38BrNOP2Sn at a distorted geometry.

Calculated values
- ΔE to the lowest compared entry with this formula, charge and spin: 0.000 eV
- Gap between HOMO and LUMO (spin up / spin down): 5.39 / 5.36 eV

Structure (ORCA input):
```
! RIJCOSX wB97M-V def2-TZVPD def2/J DEFGRID3
* xyz 4 1
Sn -0.3151 -0.5048 -0.5414
Br -2.6950 -0.9661 0.4171
P -2.5660 -3.3399 -4.1024
P 2.1350 -1.2713 -1.0530
O 0.3234 0.9691 2.6403
N -1.0428 7.8565 -8.5024
C -3.0573 -1.7159 -6.3492
C -0.6369 4.9642 -5.4787
C -0.7584 1.3622 -1.5038
C 2.9542 -0.5095 -3.7220
C -1.2018 6.5692 -8.7894
C 0.3032 3.2680 -2.5030
C -1.0577 5.5689 -7.8262
C -4.4383 -3.6336 -2.0631
C -1.7014 2.2540 -3.5099
C -2.8358 -1.6668 -4.8307
C -0.2840 -4.9402 -4.2927
C -0.6746 3.2175 -3.5151
C -0.7454 5.9500 -6.5157
C -1.7735 1.3413 -2.4637
C 2.0126 -1.3823 -2.8894
C -0.5730 7.3100 -6.2290
C -0.7288 -3.4925 -4.0750
C 0.3232 0.6522 1.5467
C -0.7375 8.2315 -7.2649
C 3.4035 -0.0228 -0.6257
C -3.0199 -3.1327 -2.3329
C 0.2432 2.3327 -1.4725
C 3.5618 -3.7107 -1.1890
C 4.8516 -0.5037 -0.6896
C 2.6301 -2.8706 -0.3115
C -0.6102 4.1387 -4.5811
H 5.1332 -0.8872 -1.6777
H -2.1238 -1.9155 -6.8911
H 2.8467 0.5598 -3.4953
H 4.5048 -3.1860 -1.3900
H -1.1901 4.5159 -8.0730
H -2.5927 0.6307 -2.4327
H -3.7898 -2.4860 -6.6224
H -1.4506 6.2958 -9.8145
H 5.5164 0.3404 -0.4772
H -0.3761 -3.0940 -3.1102
H -2.4241 2.2175 -4.3282
H 3.2550 0.8441 -1.2878
H 3.8186 -4.6444 -0.6740
H -3.4389 -0.7463 -6.6900
H 3.1106 -2.6604 0.6594
H -0.8242 -5.4002 -5.1295
H 0.9659 -1.1090 -3.1232
H 1.6920 -3.4025 -0.0753
H 1.1094 4.0097 -2.5401
H -2.9038 -2.0641 -2.0942
H 3.1578 0.3170 0.3934
H -2.2752 -3.6928 -1.7438
H 2.7107 -0.6417 -4.7846
H -4.5960 -4.6194 -2.5120
H -0.4512 -5.5507 -3.3968
H 5.0629 -1.2726 0.0615
H 0.7869 -4.9628 -4.5207
H 3.1019 -3.9849 -2.1465
H -1.9658 -1.0450 -4.5717
H -0.3242 7.6316 -5.2172
H 4.0067 -0.7947 -3.5944
H -4.5923 -3.7120 -0.9844
H -0.6117 9.2947 -7.0615
H -3.7255 -1.2548 -4.3288
H -0.3582 -2.8407 -4.8818
H -5.1906 -2.9437 -2.4621
H 2.1180 -2.4387 -3.1849
H 1.0189 2.3700 -0.6981
*
```

---

[4]
ORCA calculation (ωB97M-V/def2-TZVPD) on a structure of composition C4H8ClNO at a distorted geometry.

Calculated values
- ΔE to the lowest compared entry with this formula, charge and spin: 3.349 eV
- Gap between HOMO and LUMO: 10.33 eV

Structure (ORCA input):
```
! RIJCOSX wB97M-V def2-TZVPD def2/J DEFGRID3
* xyz 0 1
Cl -2.6021 -0.8037 -0.0765
O 1.3692 -1.6694 -0.1128
N 0.7799 1.3195 -0.1494
C 0.7243 -1.0514 0.9467
C 0.5058 -0.8682 -0.9990
C -1.4045 0.6041 0.1505
C 0.0279 0.0940 0.0879
H 0.1860 -1.7425 1.6592
H -0.3191 -1.4570 -1.6323
H 0.5662 1.8282 -0.8809
H -1.4572 1.3127 -0.5606
H 1.1936 -0.2638 -1.6095
H 1.5108 -0.2803 1.3317
H -1.5420 1.0519 1.1899
H 0.4612 1.9258 0.6550
*
```

---

[5]
ORCA calculation (ωB97M-V/def2-TZVPD) on a structure of composition C23H26CuN4O3 at a distorted geometry.

Calculated values
- Gap between HOMO and LUMO (spin up / spin down): 4.85 / 4.37 eV

Structure (ORCA input):
```
! RIJCOSX wB97M-V def2-TZVPD def2/J DEFGRID3
* xyz 2 2
Cu 2.0107 0.2723 0.2988
O 0.2310 -0.8565 3.6967
O 0.0242 0.8502 -0.0003
O 1.4535 0.3049 2.2517
N 4.6520 -0.1266 -0.7252
N 3.8844 0.6501 0.0290
N -0.7466 -0.3936 1.7086
N 2.5659 -1.0671 -1.0951
C 6.1358 3.5005 2.0973
C -1.0400 -1.6053 3.6921
C 4.6149 1.6346 0.7138
C -2.8896 1.5281 -0.8591
C -4.5857 -0.7246 -1.2189
C -5.9615 0.9861 -2.1499
C 4.5017 -1.9490 -2.3199
C -4.1887 1.6547 -0.3464
C 3.7313 -2.9891 -2.8233
C -5.5914 -1.8022 -1.7180
C -3.1538 -1.0111 -0.6798
C -0.9707 0.2579 0.4821
C 6.7248 2.7136 1.1005
C 4.0183 2.3825 1.7475
C -2.3647 0.2107 -0.1266
C 0.3760 -0.2522 2.5348
C 4.7846 3.3251 2.4123
C 5.9733 1.7718 0.4183
C 3.8950 -1.0431 -1.4019
C 2.3862 -3.0849 -2.4191
C -4.9435 0.5510 -1.1778
C -1.7418 -1.1952 2.4178
C 1.8711 -2.1499 -1.5249
H -0.8218 -2.6844 3.6718
H -3.0767 -0.0328 0.7308
H -1.9882 -2.0726 1.8176
H 6.7327 4.2363 2.6358
H -2.2500 2.4540 -0.8877
H -1.6123 -1.3699 4.5983
H 6.4075 1.0903 -0.3187
H -5.3137 -2.8156 -1.4575
H 1.7545 -3.8943 -2.7908
H -5.8293 -1.8837 -2.7847
H -4.4658 2.6893 -0.6804
H 7.7741 2.8146 0.8496
H 2.9980 2.1526 2.0434
H 4.1656 -3.7247 -3.5002
H -3.2489 -1.8211 0.0696
H 5.5552 -1.7909 -2.5446
H -3.0075 1.4317 -2.0203
H -6.5897 -1.6697 -1.2913
H 0.8731 -2.2497 -1.1172
H 4.3374 3.9227 3.1976
H -6.0284 2.0614 -2.2373
H -4.3529 1.5020 0.7402
H -5.7357 0.5352 -3.1273
H -6.8814 0.5472 -1.7718
H -2.4076 -1.1637 -1.4341
H -2.6447 -0.6077 2.5936
*
```

---

[6]
ORCA calculation (ωB97M-V/def2-TZVPD) on a cluster of 2 separate species, C11H17P in total at a distorted geometry.

Calculated values
- SMILES: CC1=PC(C)(C)C=C1.CC#CC
- ΔE to the lowest compared entry with this formula, charge and spin: 3.140 eV
- Gap between HOMO and LUMO: 8.53 eV

Structure (ORCA input):
```
! RIJCOSX wB97M-V def2-TZVPD def2/J DEFGRID3
* xyz 0 1
P -1.6639 -0.0825 -0.9038
C -1.4444 -1.1126 1.6381
C -1.1718 1.7225 -1.2283
C -2.2819 2.6642 -1.7882
C -1.4128 0.0450 0.6823
C 1.7877 -2.5855 0.4438
C 3.2760 -1.5185 2.2871
C -0.9486 1.3532 1.0947
C 2.3642 -2.1611 1.4193
C -0.8850 2.2561 0.1283
C 0.1765 1.6574 -2.0727
C 1.0720 -2.9313 -0.7699
H -1.5994 -0.7922 2.6274
H 1.7390 -3.5108 -1.5503
H -2.2973 -1.8041 1.3161
H -0.2022 1.2123 -3.0374
H -0.7753 3.2310 0.1900
H -1.7557 3.3280 -2.4320
H 0.5834 -2.0223 -1.2285
H -0.7698 1.5870 2.1469
H 4.3216 -1.6487 1.8315
H -2.8809 3.2154 -1.0230
H 3.1597 -0.3944 2.3427
H 3.2940 -2.0761 3.1506
H 0.9694 0.9596 -1.6393
H 0.3377 -3.6888 -0.3980
H -3.0335 2.1135 -2.3651
H -0.4731 -1.6988 1.4593
H 0.5145 2.6824 -2.3215
*
```

---

[7]
ORCA calculation (ωB97M-V/def2-TZVPD) on a structure of composition C42H30MoN8 at a distorted geometry.

Calculated values
- Gap between HOMO and LUMO (spin up / spin down): 4.89 / 5.82 eV

Structure (ORCA input):
```
! RIJCOSX wB97M-V def2-TZVPD def2/J DEFGRID3
* xyz 2 3
Mo -0.3125 0.2082 0.0086
N -1.8347 1.5136 0.7456
N -0.0197 1.7104 -1.4064
N 2.0423 0.9278 -2.3211
N -1.9495 0.7564 3.0376
N -2.0709 2.9214 -1.1823
N 1.7089 -0.2421 -0.2792
N 2.1748 -1.2197 1.8550
N 0.0185 -0.1645 2.0214
C -1.1151 2.4400 -1.8862
C -1.2601 3.1631 -5.6063
C 1.1651 -2.6452 4.4333
C -3.0376 3.4519 1.0085
C -2.1395 -0.7454 -1.2673
C 2.5371 -0.7221 0.7145
C 0.8456 1.4629 -2.4158
C -0.2391 -1.9264 -2.2473
C -3.6693 4.6732 0.8302
C -1.3195 -1.4657 5.1768
C 0.9810 -1.0392 2.4129
C 0.7553 1.9704 -4.9586
C -0.9369 2.5918 -3.3345
C -1.8635 -1.4201 -0.0582
C 5.0465 0.4450 -1.6202
C -3.4272 -0.0092 -1.5000
C -3.0295 2.8019 2.2467
C 2.4801 0.3110 -1.2630
C -0.8043 -2.3566 0.0293
C -0.6624 -1.0918 4.0126
C 6.2909 -0.5553 0.2123
C 3.9294 -0.5636 0.2805
C 0.8126 -4.7782 0.0725
C -0.9714 -0.1060 2.9950
C -1.2380 -0.9700 -2.3305
C -0.0338 -2.6879 -1.0879
C -0.7209 -2.4486 5.9516
C 6.2543 0.1049 -1.0134
C 5.1217 -0.8979 0.8910
C 0.5567 -1.6763 3.6467
C -0.0434 2.5682 -5.9306
C 2.3833 -3.4087 -1.3272
C 0.2783 1.9875 -3.6619
C -2.2593 2.6231 0.1129
C 0.9321 -3.8514 -1.1292
C -4.3032 5.2200 1.9377
C -2.2323 1.6009 2.0768
C 0.4996 -3.0277 5.5886
C -4.2996 4.5692 3.1748
C -3.6591 3.3499 3.3542
C -1.7295 3.1918 -4.2940
C 3.8917 0.0880 -0.9526
H 2.1174 -3.0758 4.1592
H -3.6699 5.1756 -0.1264
H 1.4300 -5.6609 -0.0813
H -3.3667 0.6333 -2.3758
H 0.3673 -2.1272 -3.1232
H 7.1854 0.3649 -1.4973
H 0.2886 2.5761 -6.9595
H 1.7062 1.5213 -5.2074
H -2.5481 -1.3157 0.7764
H -4.8047 5.0310 4.0115
H -0.6708 -2.8898 0.9615
H 2.7661 -2.9332 -0.4290
H -1.8505 3.6182 -6.3897
H -2.6656 3.6667 -4.0380
H 0.6443 -4.4107 -2.0271
H 7.2491 -0.8004 0.6495
H 2.5027 -2.7227 -2.1680
H -3.6518 2.8512 4.3128
H -3.7360 0.5788 -0.6414
H 5.0179 0.9626 -2.5682
H -0.2097 -5.1180 0.2374
H 0.9317 -3.7835 6.2297
H -2.2534 -1.0070 5.4689
H -4.8080 6.1716 1.8483
H -1.2035 -2.7731 6.8628
H -1.4026 -0.4529 -3.2682
H 1.1671 -4.2922 0.9854
H 5.1474 -1.4001 1.8473
H 3.0113 -4.2771 -1.5205
H -4.2152 -0.7438 -1.6833
*
```

---

[8]
ORCA calculation (ωB97M-V/def2-TZVPD) on a structure of composition C5H9NS at a distorted geometry.

Calculated values
- ΔE to the lowest compared entry with this formula, charge and spin: 4.841 eV
- Gap between HOMO and LUMO: 9.19 eV

Structure (ORCA input):
```
! RIJCOSX wB97M-V def2-TZVPD def2/J DEFGRID3
* xyz 0 1
S 0.4120 0.8194 -0.6437
N 0.1039 -0.7986 -0.6353
C -1.3235 2.3941 0.5907
C 2.5276 -1.9811 -0.4987
C -1.9273 1.1108 1.1239
C 0.9445 -1.8090 -0.6130
C -1.2508 1.2462 -0.3831
H -0.4489 2.5525 1.0254
H 2.6046 -3.1790 0.1621
H 3.0869 -2.0858 -1.6896
H 0.4366 -2.8426 -0.5518
H -2.9174 0.7821 0.9982
H -1.3757 0.4540 1.8891
H -1.9832 1.4694 -1.3520
H -1.9993 3.1584 0.3305
H 3.1098 -1.2909 0.2475
*
```

---

[9]
ORCA calculation (ωB97M-V/def2-TZVPD) on a cluster of 4 separate species, C3H13N2O3 in total at a distorted geometry.

Calculated values
- ΔE to the lowest compared entry with this formula, charge and spin: 6.173 eV
- Gap between HOMO and LUMO: 4.42 eV

Structure (ORCA input):
```
! RIJCOSX wB97M-V def2-TZVPD def2/J DEFGRID3
* xyz -1 1
O 2.8732 0.3853 1.2119
O -2.6058 -1.2292 1.8400
O 0.0278 0.6989 -2.3647
N 0.4759 1.0486 0.4566
N -2.1252 0.6936 -1.1343
C -1.8108 0.2990 0.1201
C 3.1459 -0.7150 0.4445
C -0.3036 -0.0883 0.3751
H -0.3436 -0.5549 1.3547
H 2.6285 -1.6044 0.8510
H -2.2755 -0.7933 0.3970
H 0.0247 -0.8506 -0.3343
H 0.1766 1.1123 -3.2184
H 1.3731 0.8439 1.0000
H 4.2229 -0.9477 0.3811
H -1.2546 0.6397 -1.8574
H 2.8745 -0.5939 -0.6226
H 0.6235 1.3679 -0.5066
H -2.6858 1.5372 -1.1657
H -2.8283 -2.1693 1.8670
H -2.2135 0.9201 0.9050
*
```

---

[10]
ORCA calculation (ωB97M-V/def2-TZVPD) on a structure of composition C17H29BrMnSi2 at a distorted geometry.

Calculated values
- Gap between HOMO and LUMO (spin up / spin down): 3.70 / 3.15 eV

Structure (ORCA input):
```
! RIJCOSX wB97M-V def2-TZVPD def2/J DEFGRID3
* xyz -2 6
Br 1.9397 -0.5463 0.5101
Mn 0.1367 0.8162 -0.1626
Si 3.4384 -2.1616 -1.9848
Si 1.7120 -3.9880 0.1081
C -1.0359 -0.3181 2.6524
C -1.1819 -1.5962 2.0821
C -2.0540 -0.0708 0.5942
C -1.0250 1.3577 -1.9108
C 4.9898 -2.5911 -1.0022
C -1.8400 -1.4638 0.8366
C 2.7529 -5.4138 -0.5770
C 3.2527 -3.2637 -3.4962
C 0.3309 0.9989 -2.2383
C 1.2229 1.9098 -1.5157
C -0.0856 -4.5635 0.0260
C 3.6829 -0.4056 -2.5835
C 2.2291 -3.7518 1.8906
C -1.5519 0.6547 1.7519
C -0.9947 2.4650 -0.9824
C 0.3892 2.8171 -0.7379
C 1.8917 -2.3945 -0.9076
H -1.8597 2.9888 -0.5796
H -1.7440 1.7193 1.9549
H 3.2278 -3.3058 1.9698
H 3.8165 -5.1742 -0.6997
H 0.9576 -2.0870 -1.4024
H 4.1862 -3.2677 -4.0758
H -0.1625 -5.5839 0.4376
H 4.8938 -3.4721 -0.3554
H 2.2655 -4.7367 2.3805
H 4.0327 0.2634 -1.7879
H 1.5329 -3.1235 2.4583
H -0.4341 -4.5920 -1.0188
H 2.4572 -2.8774 -4.1482
H -2.7497 0.3473 -0.1584
H 3.0058 -4.3031 -3.2488
H -0.8821 -2.5405 2.5378
H 5.2796 -1.7392 -0.3691
H 2.3677 -5.7634 -1.5456
H 0.7546 3.6278 -0.1171
H -1.9148 0.8740 -2.3200
H 2.2938 1.9346 -1.5861
H 0.6438 0.2309 -2.9354
H -0.6328 -0.0992 3.6548
H 2.7827 0.0382 -3.0204
H -0.7646 -3.9138 0.5974
H -2.1485 -2.2639 0.1591
H 4.4553 -0.4095 -3.3679
H 5.8149 -2.7789 -1.7078
H 2.6819 -6.2516 0.1348
*
```

---

[11]
ORCA calculation (ωB97M-V/def2-TZVPD) on a cluster of 2 separate species, C5H12NO2 in total at a distorted geometry.

Calculated values
- ΔE to the lowest compared entry with this formula, charge and spin: 2.503 eV
- Gap between HOMO and LUMO: 7.94 eV

Structure (ORCA input):
```
! RIJCOSX wB97M-V def2-TZVPD def2/J DEFGRID3
* xyz -1 1
O 0.1040 1.3690 -1.9152
O -1.4211 2.2767 0.0680
N -0.6579 0.7956 2.4192
C 1.1843 -0.6604 -0.9809
C 0.7887 -1.7734 -0.0189
C 0.1243 -1.2095 1.2235
C -0.0005 -0.0150 -1.6646
C 0.1321 0.1105 1.4976
H 1.8164 0.1094 -0.5325
H -0.4211 -1.8912 1.8750
H -1.3613 0.1263 2.7258
H 1.6290 -2.4450 0.1543
H 0.0099 -2.3250 -0.5725
H -0.8999 -0.1506 -1.0456
H 0.6041 0.7733 0.7857
H -0.2460 -0.5157 -2.6169
H -1.1322 1.5176 1.8524
H -0.5765 1.7935 -1.2566
H -1.4962 3.1883 -0.2189
H 1.8202 -1.0743 -1.7789
*
```

---

[12]
ORCA calculation (ωB97M-V/def2-TZVPD) on a cluster of 2 separate species, C5H11NO2 in total at a distorted geometry.

Calculated values
- SMILES: C/C=N/C.COC=O
- ΔE to the lowest compared entry with this formula, charge and spin: 2.833 eV
- Gap between HOMO and LUMO: 10.48 eV

Structure (ORCA input):
```
! RIJCOSX wB97M-V def2-TZVPD def2/J DEFGRID3
* xyz 0 1
O 0.9789 -0.0309 2.5196
O 0.7229 1.4063 0.6174
N -0.1819 -0.9572 -0.0985
C -0.0648 -0.6462 -1.3324
C 1.2617 0.1789 1.3692
C -1.3928 -1.5836 0.3808
C -0.5333 1.8738 1.0843
C 1.1185 -0.0856 -2.0286
H 1.6794 -0.9017 -2.4909
H -1.3204 1.3552 0.5234
H 0.7967 0.6066 -2.8052
H -1.1599 -2.1417 1.2858
H -0.6544 1.5845 2.1346
H -1.8213 -2.2539 -0.3708
H -2.1439 -0.8319 0.6266
H 1.7839 0.4586 -1.3681
H -0.7860 -1.0868 -2.0346
H -0.5669 2.9644 1.0123
H 2.2838 0.0913 0.9750
*
```